[1]
DFT (wB97M-V/def2-TZVPD) results for a 2-piece molecular cluster, C10H16O overall at a distorted geometry.

Results
- energy above the lowest of the compared OMol25 structures with the same formula, charge and spin (eV) = 1.8511
- HOMO-LUMO gap (eV) = 9.258
- HOMO energy (eV) = -8.42
- energy (Ha) = -465.82977

```
27
C10H16O | the OMol25 dataset | wB97M-V/def2-TZVPD
C -3.61 0.19 -0.66
C -2.20 0.17 -1.14
C -1.23 1.00 -0.57
C 0.07 0.99 -1.07
C 0.35 0.20 -2.19
O 1.50 0.34 -2.96
C -0.56 -0.72 -2.64
C -1.87 -0.81 -2.11
H -4.21 -0.70 -0.89
H -4.32 0.96 -1.01
H -3.64 0.05 0.44
H -1.62 1.65 0.22
H 0.78 1.71 -0.64
H 1.98 1.09 -2.58
H -0.40 -1.34 -3.53
H -2.50 -1.66 -2.44
C 1.86 -1.46 2.75
C 2.58 -0.29 1.97
C 1.62 0.95 1.83
H 0.92 -1.54 2.17
H 1.55 -1.44 3.80
H 2.25 -2.43 2.48
H 3.54 -0.08 2.44
H 2.72 -0.72 0.98
H 1.60 1.55 2.74
H 2.18 1.64 1.16
H 0.66 0.68 1.45
```

[2]
DFT (wB97M-V/def2-TZVPD) results for C6H13NNb as an isolated structure at a distorted geometry.

Results
- HOMO-LUMO gap (eV) = 7.289
- charge = -1
- HOMO energy (eV) = -4.35
- energy (Ha) = -347.88656

```
21
C6H13NNb | the OMol25 dataset | wB97M-V/def2-TZVPD
C -2.46 1.27 0.30
Nb -1.99 0.82 2.49
H -1.95 0.50 -0.28
H -1.97 2.22 0.06
H -3.53 1.31 0.06
H -2.56 -0.93 2.38
H -3.63 1.35 3.11
H -1.33 2.51 2.78
H -0.32 0.32 1.96
H -1.45 0.45 4.19
N 0.56 -0.79 -0.73
C 0.64 -0.39 -2.00
C 1.80 -0.46 -2.76
C 2.94 -0.97 -2.16
C 2.88 -1.39 -0.84
C 1.67 -1.28 -0.17
H -0.28 0.01 -2.42
H 1.81 -0.12 -3.78
H 3.87 -1.04 -2.72
H 3.75 -1.79 -0.34
H 1.56 -1.59 0.86
```

[3]
DFT (wB97M-V/def2-TZVPD) results for C18H59N18O10P2 as an isolated structure at a distorted geometry.

Results
- HOMO-LUMO gap (eV) = 8.165
- charge = +1
- HOMO energy (eV) = -10.27
- energy (Ha) = -3142.08961

```
107
C18H59N18O10P2 | the OMol25 dataset | wB97M-V/def2-TZVPD
C -5.85 -2.70 3.16
C -6.99 -2.71 2.15
O -6.75 -1.81 1.08
C -6.01 -2.37 0.01
C -5.54 -1.22 -0.87
C -4.33 -0.51 -0.27
C -4.13 0.90 -0.82
C -3.04 1.68 -0.08
P -3.64 2.69 1.27
P -4.65 1.57 2.83
C -3.15 1.14 3.77
C -5.49 2.90 3.74
H -4.91 -3.03 2.72
H -5.71 -1.68 3.54
H -6.08 -3.35 4.00
H -7.92 -2.39 2.61
H -7.15 -3.73 1.76
H -5.15 -2.93 0.41
H -6.62 -3.08 -0.55
H -5.32 -1.59 -1.88
H -6.37 -0.52 -0.96
H -4.45 -0.47 0.82
H -3.42 -1.08 -0.47
H -3.82 0.84 -1.87
H -5.08 1.45 -0.82
H -2.52 2.38 -0.74
H -2.28 1.00 0.35
H -2.55 3.47 1.68
H -4.57 3.63 0.80
H -2.38 1.91 3.85
H -3.43 0.80 4.76
H -2.73 0.29 3.20
H -5.75 2.48 4.72
H -4.90 3.81 3.90
H -6.41 3.15 3.21
C -0.15 -0.71 2.42
O -0.83 -0.30 1.47
N -0.05 -2.02 2.74
N 0.54 0.15 3.22
H 0.46 -2.38 3.53
H -0.55 -2.69 2.19
H 0.54 1.12 2.99
H 1.11 -0.17 3.99
C -1.76 0.35 -4.38
O -2.82 0.80 -3.95
N -1.25 0.74 -5.58
N -1.02 -0.57 -3.69
H -0.40 0.37 -5.96
H -1.78 1.40 -6.11
H -1.38 -0.90 -2.82
H -0.17 -0.96 -4.04
C 1.30 -5.64 3.19
O 0.60 -4.73 3.63
N 1.37 -5.93 1.86
N 2.06 -6.41 4.00
H 1.88 -6.71 1.49
H 0.76 -5.43 1.23
H 2.05 -6.21 4.98
H 2.65 -7.16 3.67
C -3.40 7.09 5.06
O -2.90 8.16 5.34
N -3.55 6.63 3.78
N -3.86 6.20 6.00
H -3.90 5.71 3.56
H -3.32 7.22 3.00
H -3.72 6.39 6.97
H -4.32 5.35 5.75
C 4.38 -2.61 1.70
O 5.45 -2.04 1.55
N 3.20 -1.93 1.89
N 4.26 -3.96 1.63
H 2.32 -2.39 2.01
H 3.24 -0.93 1.91
H 5.07 -4.49 1.34
H 3.37 -4.42 1.67
C 6.21 -4.63 -1.32
O 5.82 -5.50 -0.53
N 5.78 -3.35 -1.27
N 7.11 -4.90 -2.31
H 6.17 -2.65 -1.90
H 5.12 -3.15 -0.54
H 7.47 -5.83 -2.38
H 7.38 -4.19 -2.96
C 7.20 -0.90 -4.25
O 6.62 -1.75 -3.58
N 7.01 0.43 -4.04
N 8.06 -1.20 -5.25
H 7.48 1.13 -4.58
H 6.39 0.70 -3.29
H 8.22 -2.18 -5.44
H 8.54 -0.50 -5.79
C -3.89 5.62 0.28
O -4.17 4.96 1.29
N -4.67 6.65 -0.13
N -2.78 5.37 -0.47
H -4.46 7.21 -0.93
H -5.49 6.85 0.41
H -2.17 4.64 -0.18
H -2.54 5.91 -1.28
C 10.14 1.46 -7.68
O 9.54 0.66 -6.98
N 10.06 2.81 -7.50
N 10.95 1.05 -8.70
H 10.55 3.47 -8.06
H 9.47 3.14 -6.75
H 11.04 0.06 -8.85
H 11.47 1.68 -9.28
```

[4]
DFT (wB97M-V/def2-TZVPD) results for one molecule with the formula C5H9N3O at a distorted geometry.

Results
- energy above the lowest of the compared OMol25 structures with the same formula, charge and spin (eV) = 3.3416
- HOMO-LUMO gap (eV) = 10.329
- HOMO energy (eV) = -9.43
- energy (Ha) = -435.33492

```
18
C5H9N3O | the OMol25 dataset | wB97M-V/def2-TZVPD
C 2.62 -0.40 -0.37
O 1.25 -0.67 -0.83
C 0.32 -0.71 0.18
C -0.92 -1.60 -0.37
N -0.36 0.62 0.30
C -1.57 0.89 0.87
C -1.84 2.23 0.47
N -0.74 2.63 -0.25
N 0.06 1.70 -0.35
H 3.34 -0.38 -1.20
H 2.95 -1.28 0.22
H 2.72 0.55 0.07
H 0.76 -1.00 1.20
H -0.89 -1.49 -1.50
H -0.92 -2.70 -0.19
H -1.96 -1.27 -0.01
H -2.08 0.09 1.33
H -2.71 2.81 0.45
```

[5]
DFT (wB97M-V/def2-TZVPD) results for C23H51AlN2O4P as an isolated structure.

Results
- expectation value of S² = 2.008
- 2S+1 = 3
- HOMO-LUMO gap (alpha / beta) (eV) = 5.671 / 5.639
- charge = -1
- HOMO energy (alpha / beta) (eV) = -3.71 / -3.71
- energy (Ha) = -1901.17692

```
82
C23H51AlN2O4P | the OMol25 dataset | wB97M-V/def2-TZVPD
C 1.23 -4.10 1.69
C 2.28 -2.99 1.82
O 1.79 -1.75 1.29
C 3.60 -3.39 1.13
O 4.34 -2.29 0.71
Al 6.09 -2.32 1.10
P 6.40 -2.32 3.47
C 6.07 -4.09 3.97
C 4.87 -1.45 4.10
H 1.09 -4.65 2.63
H 1.50 -4.83 0.92
H 0.26 -3.66 1.43
H 2.46 -2.80 2.88
H 2.12 -1.68 0.39
H 4.15 -4.04 1.83
H 3.34 -4.02 0.26
H 6.70 -0.98 0.43
H 6.73 -3.72 0.57
H 5.06 -4.21 4.38
H 6.79 -4.43 4.72
H 6.15 -4.75 3.10
H 4.23 -1.10 3.27
H 4.26 -2.12 4.72
H 5.14 -0.59 4.71
C 2.54 -0.05 -1.26
C 2.85 1.25 -0.48
C 2.15 1.28 0.88
C 0.64 1.48 0.80
C 0.30 2.72 -0.02
C 0.94 2.72 -1.41
N 2.42 2.47 -1.24
O 3.10 3.53 -0.99
C 0.27 1.68 -2.30
C 0.77 4.08 -2.07
C 4.36 1.31 -0.25
H 1.64 -0.55 -0.89
H 2.41 0.14 -2.32
H 3.37 -0.74 -1.13
H 2.58 2.10 1.47
H 2.39 0.35 1.41
H 0.16 0.59 0.36
H 0.23 1.58 1.80
H -0.79 2.82 -0.15
H 0.65 3.61 0.52
H 0.79 1.58 -3.26
H -0.75 2.01 -2.50
H 0.21 0.70 -1.84
H 1.16 4.88 -1.45
H -0.29 4.25 -2.25
H 1.30 4.11 -3.03
H 4.91 1.39 -1.19
H 4.62 0.36 0.21
H 4.64 2.14 0.39
C -4.45 -1.39 -1.50
C -4.00 -0.10 -0.78
C -4.74 0.09 0.55
C -6.21 0.48 0.39
C -6.35 1.72 -0.50
C -5.68 1.55 -1.87
N -4.26 1.12 -1.62
O -3.45 2.09 -1.40
C -6.44 0.55 -2.73
C -5.64 2.88 -2.60
C -2.51 -0.19 -0.53
H -5.40 -1.77 -1.14
H -4.53 -1.24 -2.58
H -3.70 -2.17 -1.34
H -4.23 0.87 1.11
H -4.65 -0.84 1.12
H -6.79 -0.35 -0.02
H -6.63 0.69 1.37
H -7.41 1.95 -0.66
H -5.90 2.58 0.01
H -5.90 0.34 -3.65
H -7.40 1.01 -3.01
H -6.66 -0.39 -2.23
H -5.17 3.66 -2.01
H -6.66 3.18 -2.84
H -5.08 2.79 -3.54
H -1.96 -0.24 -1.47
H -2.29 -1.09 0.05
H -2.14 0.67 0.03
```

[6]
DFT (wB97M-V/def2-TZVPD) results for C43H52IN7O6PRb as an isolated structure at a distorted geometry.

Results
- energy above the lowest of the compared OMol25 structures with the same formula, charge and spin (eV) = 0.0000
- HOMO-LUMO gap (alpha / beta) (eV) = 3.559 / 5.191
- charge = -2
- HOMO energy (alpha / beta) (eV) = -0.06 / -1.69
- energy (Ha) = -3167.63770

```
111
C43H52IN7O6PRb | the OMol25 dataset | wB97M-V/def2-TZVPD
Rb 0.63 0.20 1.00
C 1.52 -3.70 -1.08
C 2.34 -3.76 0.21
N 2.12 -2.65 1.11
C 3.30 -1.95 1.60
C 4.08 -1.25 0.47
N 3.25 -0.43 -0.39
C 3.32 -0.64 -1.82
C 2.87 -2.02 -2.28
N 1.58 -2.42 -1.76
H 1.86 -4.54 -1.71
H 0.47 -3.89 -0.86
H 2.12 -4.72 0.68
H 3.40 -3.80 -0.04
H 1.44 -2.83 1.83
H 2.97 -1.19 2.32
H 4.00 -2.62 2.13
H 4.88 -0.66 0.94
H 4.59 -2.00 -0.14
H 3.29 0.55 -0.17
H 2.66 0.11 -2.28
H 4.33 -0.47 -2.24
H 2.89 -2.02 -3.37
H 3.62 -2.77 -1.98
H 0.83 -2.34 -2.44
I -0.54 0.92 -3.40
C 0.67 2.21 -4.53
C 0.90 1.77 -5.84
C 1.47 2.62 -6.77
C 1.76 3.93 -6.41
C 1.56 4.39 -5.09
C 1.78 5.75 -4.76
C 1.57 6.22 -3.46
C 1.25 5.34 -2.46
C 1.10 3.95 -2.71
P 1.31 2.82 -1.33
C 2.87 3.47 -0.57
C 4.04 2.95 -1.12
C 5.29 3.37 -0.68
C 5.39 4.30 0.35
C 4.23 4.83 0.90
C 2.98 4.42 0.44
C 0.00 3.30 -0.14
C 0.12 3.21 1.20
C -0.93 3.65 2.11
C -2.08 4.16 1.65
C -2.42 4.12 0.23
C -1.30 3.66 -0.74
C 1.10 3.48 -4.07
H 0.59 0.77 -6.12
H 1.65 2.27 -7.78
H 2.16 4.62 -7.14
H 2.09 6.42 -5.55
H 1.69 7.28 -3.24
H 1.17 5.70 -1.44
H 3.98 2.22 -1.92
H 6.19 2.95 -1.12
H 6.36 4.62 0.71
H 4.29 5.55 1.70
H 2.09 4.84 0.89
H 1.04 2.87 1.67
H -0.70 3.62 3.17
H -2.78 4.62 2.34
H -3.09 4.89 -0.14
H -1.26 4.14 -1.71
N -1.72 -2.53 -1.50
C -2.56 -2.98 -0.38
C -2.08 -4.37 0.06
C -2.94 -5.14 1.07
C -4.39 -5.36 0.65
N -5.20 -4.19 0.96
C -6.00 -3.65 -0.04
N -7.04 -4.53 -0.48
N -6.34 -2.29 0.22
C -2.52 -1.97 0.81
O -3.50 -1.99 1.60
O -1.51 -1.24 0.87
H -0.95 -2.02 -1.09
H -2.24 -1.83 -2.03
H -3.59 -3.06 -0.73
H -1.07 -4.27 0.48
H -1.99 -4.96 -0.85
H -2.92 -4.64 2.04
H -2.46 -6.11 1.22
H -4.79 -6.24 1.18
H -4.45 -5.58 -0.42
H -4.62 -3.45 1.37
H -7.69 -4.69 0.30
H -7.55 -4.12 -1.24
H -5.53 -1.80 0.60
H -6.64 -1.82 -0.62
O 1.18 2.26 4.63
C 1.20 1.14 4.09
O 1.94 0.76 3.14
C 0.18 0.11 4.59
C -0.57 0.38 5.73
C -1.55 -0.49 6.20
C -1.76 -1.63 5.48
O -2.66 -2.66 5.70
C -2.70 -3.33 4.44
O -1.41 -3.15 3.85
C -1.02 -1.92 4.35
C -0.05 -1.08 3.88
H -0.37 1.33 6.23
H -2.14 -0.26 7.08
H -3.44 -2.85 3.79
H -2.87 -4.39 4.60
H 0.48 -1.29 2.96
C -2.49 2.80 -0.48
H -2.35 1.91 0.12
H -3.21 2.70 -1.29
```

[7]
DFT (wB97M-V/def2-TZVPD) results for a 2-piece molecular cluster, C9H14N6O3 overall at a distorted geometry.

Results
- HOMO-LUMO gap (eV) = 8.210
- HOMO energy (eV) = -9.48
- energy (Ha) = -905.43174

```
32
C9H14N6O3 | the OMol25 dataset | wB97M-V/def2-TZVPD
O 2.99 0.75 1.00
N 2.65 -0.45 1.19
O 3.48 -1.37 1.34
C 1.25 -0.78 1.22
C 0.79 -1.95 1.84
C -0.52 -2.28 1.86
C -1.40 -1.42 1.24
N -2.75 -1.49 1.07
N -3.01 -0.37 0.36
N -2.01 0.45 0.03
N -0.90 -0.24 0.61
C 0.36 0.09 0.60
H 1.53 -2.59 2.30
H -0.88 -3.19 2.34
H 0.73 0.99 0.13
C -2.90 2.90 4.24
C -1.60 3.62 4.57
C -0.36 2.95 3.98
N -0.41 2.86 2.52
C 0.93 3.66 4.40
O 2.05 3.02 3.80
H -3.76 3.38 4.70
H -3.07 2.88 3.16
H -2.88 1.86 4.58
H -1.64 4.66 4.22
H -1.48 3.69 5.66
H -0.32 1.91 4.34
H -0.58 3.80 2.14
H 0.53 2.59 2.21
H 0.90 4.70 4.05
H 1.03 3.66 5.49
H 2.87 3.46 4.05
```

[8]
DFT (wB97M-V/def2-TZVPD) results for a 2-piece molecular cluster, C26H31BClF3O2 overall at a distorted geometry.

Results
- energy above the lowest of the compared OMol25 structures with the same formula, charge and spin (eV) = 3.7747
- HOMO-LUMO gap (eV) = 2.995
- HOMO energy (eV) = -6.43
- energy (Ha) = -1944.41859

```
64
C26H31BClF3O2 | the OMol25 dataset | wB97M-V/def2-TZVPD
C 1.31 6.21 0.59
C 1.56 4.79 0.08
C 0.62 4.54 -1.10
C 3.09 4.52 -0.34
C 3.45 5.14 -1.68
C 4.06 5.06 0.72
O 3.15 3.10 -0.35
B 2.15 2.66 0.62
C 1.07 1.52 0.02
C -0.25 1.40 0.49
C -1.08 0.36 0.03
C -0.61 -0.53 -0.93
C -1.49 -1.59 -1.57
F -0.76 -2.46 -2.34
F -2.16 -2.37 -0.66
F -2.43 -1.00 -2.39
C 0.71 -0.44 -1.37
C 1.53 0.59 -0.90
C 3.03 1.70 1.90
C 2.52 2.07 3.26
O 1.36 3.80 1.07
H 1.71 6.94 -0.12
H 0.23 6.40 0.66
H 1.78 6.39 1.57
H 0.73 5.31 -1.87
H 0.79 3.56 -1.56
H -0.42 4.57 -0.75
H 3.10 6.18 -1.75
H 4.54 5.17 -1.82
H 3.01 4.58 -2.52
H 4.00 6.16 0.82
H 3.89 4.61 1.71
H 5.09 4.81 0.41
H -0.65 2.09 1.23
H -2.09 0.25 0.45
H 1.11 -1.16 -2.08
H 2.55 0.64 -1.27
H 2.93 0.63 1.66
H 4.06 2.02 1.73
H 2.82 1.35 4.03
H 2.94 3.05 3.54
H 1.43 2.12 3.32
Cl 0.60 -5.74 -1.61
C 1.54 -4.64 -0.69
C 1.34 -4.56 0.69
C 2.16 -3.71 1.43
C 3.14 -2.84 0.85
C 4.04 -2.10 1.72
C 5.41 -1.57 1.36
C 6.25 -1.73 2.71
C 5.24 -2.18 3.72
C 4.00 -2.34 3.13
C 3.23 -2.88 -0.57
C 2.51 -3.83 -1.30
H 0.59 -5.19 1.19
H 2.09 -3.80 2.51
H 5.87 -2.11 0.52
H 5.37 -0.50 1.09
H 7.13 -2.39 2.60
H 6.63 -0.75 3.03
H 5.49 -2.31 4.77
H 3.15 -2.75 3.65
H 3.90 -2.20 -1.10
H 2.69 -3.97 -2.36
```

[9]
DFT (wB97M-V/def2-TZVPD) results for C4H6BrNO as an isolated structure at a distorted geometry.

Results
- energy above the lowest of the compared OMol25 structures with the same formula, charge and spin (eV) = 1.9124
- HOMO-LUMO gap (eV) = 9.824
- HOMO energy (eV) = -9.13
- energy (Ha) = -2859.93927

```
13
C4H6BrNO | the OMol25 dataset | wB97M-V/def2-TZVPD
C 0.55 -1.53 -0.11
C -0.06 1.16 -1.19
C 0.14 1.47 0.34
C -0.41 0.17 -0.20
N -0.26 -2.46 -0.57
O 1.56 -1.56 0.52
Br -2.28 -0.26 0.05
H -0.89 1.55 -1.73
H 0.70 1.11 -1.92
H 1.05 1.29 0.77
H -0.49 2.39 0.74
H -1.02 -2.23 -1.25
H -0.27 -3.32 -0.07
```

[10]
DFT (wB97M-V/def2-TZVPD) results for a 2-piece molecular cluster, C3H9NO2 overall at a distorted geometry.

Results
- energy above the lowest of the compared OMol25 structures with the same formula, charge and spin (eV) = 1.1418
- HOMO-LUMO gap (eV) = 10.613
- HOMO energy (eV) = -9.97
- energy (Ha) = -324.93065

```
15
C3H9NO2 | the OMol25 dataset | wB97M-V/def2-TZVPD
C -1.33 -1.15 -0.10
C -0.26 -1.32 -1.15
N -0.08 -0.25 -2.00
O 0.42 -2.32 -1.26
H -2.25 -0.77 -0.55
H -0.90 -0.43 0.58
H -1.45 -2.12 0.35
H 0.46 -0.50 -2.82
H -0.32 0.70 -1.86
C 0.10 1.86 1.62
O 1.10 2.35 2.52
H -0.43 2.71 1.18
H 0.51 1.18 0.88
H -0.66 1.35 2.21
H 1.97 2.24 2.12
```